1.
Computed, not measured: 2 unconnected molecules or ions with the total composition C12H16N2O in a non-equilibrium geometry, with wB97M-V/def2-TZVPD.

M	204.27	g mol⁻¹
SMILES	CCc1c[nH]cn1.Cc1ccc(O)cc1
energy	-17730.868	eV
total charge	0

Last column: natural (NBO) charge in e.
Geometry (Å):
C1 2.3460 -2.4288 2.6853  -0.612
C2 0.9647 -2.5924 2.0490  -0.428
C3 0.9144 -2.4192 0.5609  0.107
C4 0.0582 -3.0120 -0.3256  -0.131
N1 0.4665 -2.5971 -1.5646  -0.517
C5 1.5568 -1.8163 -1.3790  0.175
N2 1.8832 -1.7194 -0.1221  -0.477
H1 2.9758 -1.8221 2.0318  0.235
H2 2.9075 -3.3747 2.6827  0.201
H3 2.2842 -2.0381 3.6982  0.207
H4 0.5228 -3.5469 2.3174  0.210
H5 0.3195 -1.8221 2.4899  0.208
H6 -0.9015 -3.4180 -0.0648  0.218
H7 0.0687 -2.7935 -2.4648  0.416
H8 2.0184 -1.3507 -2.2425  0.188
C6 -0.6957 2.5208 2.4957  -0.626
C7 -0.9009 2.2762 1.0140  -0.046
C8 -2.1566 2.0109 0.5018  -0.182
C9 -2.3988 2.0038 -0.8782  -0.276
C10 -1.3159 2.0624 -1.7220  0.299
O1 -1.5256 1.8232 -3.0579  -0.679
C11 -0.0090 2.1550 -1.2300  -0.291
C12 0.1916 2.2330 0.1317  -0.179
H9 -0.5532 3.5694 2.7321  0.221
H10 0.2111 1.9943 2.8114  0.213
H11 -1.4999 2.0074 3.0227  0.214
H12 -2.9711 1.8072 1.1837  0.206
H13 -3.4158 2.0478 -1.2259  0.225
H14 -0.7153 1.8975 -3.5650  0.477
H15 0.8521 2.1489 -1.8949  0.209
H16 1.1622 2.3377 0.6062  0.214

2.
Computed, not measured: a molecular structure, C12H16N2O4 in a non-equilibrium geometry, with wB97M-V/def2-TZVPD.

M	252.27	g mol⁻¹
energy	-23867.731	eV
total charge	0

Last column: natural (NBO) charge in e.
Geometry (Å):
C1 0.0828 -0.1940 0.3037  -0.135
C2 1.5689 -0.5789 -0.0377  0.682
C3 -0.6615 0.3101 -0.9579  -0.444
C4 -2.1133 0.3097 -0.5976  -0.047
C5 -2.7074 -0.9201 -0.5587  -0.192
C6 -2.9516 1.5309 -0.2986  -0.215
C7 -4.0857 -1.2597 -0.2524  -0.294
C8 -4.2410 1.2592 0.0800  -0.265
C9 -4.8264 -0.0934 0.0453  0.297
C10 3.8067 -0.2693 0.8699  -0.143
C11 4.1339 0.8847 -0.1746  0.759
C12 4.3511 -1.6089 0.2254  -0.687
H1 -1.1649 1.2659 1.4563  0.406
H2 0.5480 1.7651 0.8677  0.347
H3 -0.1693 -1.1359 0.6143  0.214
H4 -0.1799 1.2484 -1.4114  0.232
H5 -0.7307 -0.5508 -1.6392  0.251
H6 -1.9818 -1.8050 -0.7539  0.210
H7 -2.3848 2.5340 -0.2962  0.231
H8 -4.5455 -2.2250 -0.1707  0.228
H9 -5.0298 2.1660 0.0420  0.238
H10 -6.5245 -0.9905 0.3463  0.473
H11 1.9856 0.0585 1.6868  0.426
H12 4.1026 0.0711 1.8489  0.234
H13 3.3577 -2.1770 -0.3909  0.304
H14 4.6506 -2.1788 1.2638  0.211
H15 5.3677 -1.5984 -0.7806  0.282
H16 3.9101 2.3088 -1.1799  0.513
N1 -0.0242 0.7894 1.3714  -0.865
N2 2.4128 -0.3392 0.8833  -0.590
O1 1.8015 -1.2736 -1.1465  -0.682
O2 -6.2721 -0.0262 0.1100  -0.681
O3 5.1305 0.7552 -0.9350  -0.620
O4 3.3840 1.9676 -0.4332  -0.676

3.
Computed, not measured: C12H16N2O5 in the gas phase in a non-equilibrium geometry, with wB97M-V/def2-TZVPD.

M	268.27	g mol⁻¹
SMILES	N[C@@H](CO)C(=O)N[C@@H](Cc1ccc(O)cc1)C(=O)O
energy	-25919.750	eV
total charge	0

Last column: natural (NBO) charge in e.
Geometry (Å):
N1 1.7188 -2.9163 -0.8021  -0.825
C1 2.3709 -2.0432 0.1228  -0.189
C2 3.6310 -1.5512 -0.4795  -0.065
O1 4.3005 -0.6086 0.3186  -0.713
C3 1.6703 -0.7434 0.4426  0.669
O2 1.7041 -0.0811 1.4496  -0.612
N2 1.1461 -0.0588 -0.6629  -0.661
C4 0.5735 1.2043 -0.4912  -0.158
C5 -0.5944 1.2719 0.4500  -0.445
C6 -1.8607 0.5941 0.0765  -0.058
C7 -1.9654 -0.7702 0.4880  -0.178
C8 -3.1997 -1.4330 0.4021  -0.281
C9 -4.3392 -0.6924 0.0677  0.313
O3 -5.6296 -1.1454 0.0634  -0.683
C10 -4.2208 0.6657 -0.3600  -0.281
C11 -2.9573 1.2330 -0.4952  -0.188
C12 1.5354 2.2803 -0.1255  0.787
O4 1.0978 3.4241 -0.1176  -0.570
O5 2.8889 1.9489 -0.0273  -0.647
H1 1.7637 -2.5323 -1.7865  0.359
H2 0.6932 -3.1752 -0.5600  0.385
H3 2.5658 -2.6866 1.0531  0.230
H4 3.4536 -1.1332 -1.4844  0.165
H5 4.3979 -2.3224 -0.7033  0.197
H6 3.8274 -0.5218 1.1357  0.484
H7 0.8288 -0.5210 -1.4904  0.408
H8 0.1724 1.5344 -1.5304  0.238
H9 -0.1165 1.0410 1.3384  0.246
H10 -0.9172 2.3203 0.5094  0.243
H11 -1.0997 -1.1773 0.9439  0.204
H12 -3.2509 -2.5122 0.5675  0.226
H13 -6.3169 -0.4352 0.0189  0.492
H14 -5.0679 1.1413 -0.8645  0.211
H15 -2.7127 2.3047 -0.7058  0.219
H16 2.9688 1.1030 -0.2682  0.476

4.
Computed, not measured: C12H16N2O5 in the gas phase in a non-equilibrium geometry, with wB97M-V/def2-TZVPD.

M	268.27	g mol⁻¹
SMILES	N[C@@H](Cc1ccc(O)cc1)C(=O)N[C@@H](CO)C(=O)O
energy	-25918.410	eV
total charge	0

Last column: natural (NBO) charge in e.
Geometry (Å):
N1 -1.2694 0.6746 1.3737  -0.883
C1 -1.0298 1.7703 0.5075  -0.138
C2 0.4109 2.2266 0.3682  -0.449
C3 1.5158 1.2249 0.1990  -0.067
C4 2.2646 0.8758 1.3378  -0.194
C5 3.1575 -0.1973 1.2538  -0.274
C6 3.4854 -0.7575 0.0117  0.282
O1 4.4055 -1.7069 0.0367  -0.650
C7 2.7979 -0.4109 -1.1334  -0.303
C8 1.8444 0.5885 -1.0561  -0.151
C9 -1.5213 1.4751 -0.8973  0.686
O2 -1.4538 2.4021 -1.6020  -0.590
N2 -2.2390 0.3592 -1.2182  -0.635
C10 -2.3270 -1.0544 -0.7918  -0.228
C11 -1.0847 -2.0094 -0.6774  -0.071
O3 0.1991 -1.5680 -0.9298  -0.712
C12 -3.3079 -1.2780 0.4777  0.786
O4 -3.5655 -2.3573 0.8069  -0.525
O5 -3.6735 -0.0939 1.1547  -0.722
H1 -1.5378 -0.1570 0.7163  0.385
H2 -0.5242 0.6531 2.0986  0.405
H3 -1.4979 2.6654 0.8329  0.216
H4 0.3600 3.0313 -0.3692  0.256
H5 0.7003 2.8741 1.1719  0.214
H6 2.1387 1.2749 2.2906  0.207
H7 3.6756 -0.5516 2.1605  0.224
H8 4.0827 -2.3023 -0.6501  0.476
H9 3.0344 -0.9040 -2.0346  0.216
H10 1.1147 0.6809 -1.8513  0.227
H11 -2.7146 0.5611 -2.0631  0.411
H12 -3.0152 -1.4198 -1.5645  0.250
H13 -1.3233 -2.7568 -1.4860  0.187
H14 -0.9965 -2.4955 0.2743  0.192
H15 0.7438 -1.5177 -0.1658  0.488
H16 -2.8497 0.2001 1.4177  0.487

5.
Computed, not measured: a gas-phase ion, C12H16N3 (charge +1) in a non-equilibrium geometry, with wB97M-V/def2-TZVPD.

M	202.28	g mol⁻¹
SMILES	C[C@]1(N)[NH2+]CCc2c1[nH]c1ccccc21
energy	-17168.047	eV
total charge	+1

Last column: natural (NBO) charge in e.
Geometry (Å):
C1 2.4672 1.7120 -0.9733  -0.657
C2 2.0258 0.7032 0.0611  0.317
N1 2.5264 0.9029 1.3546  -0.867
N2 2.5149 -0.6964 -0.3963  -0.528
C3 1.8937 -1.8242 0.3466  -0.217
C4 0.4506 -2.0373 -0.0952  -0.436
C5 -0.3116 -0.7580 -0.0105  -0.135
C6 0.2674 0.4702 0.0353  0.150
N3 -0.6472 1.4710 0.0989  -0.542
C7 -1.8909 0.8881 0.0660  0.122
C8 -3.1509 1.4725 0.0678  -0.222
C9 -4.2412 0.6317 0.0258  -0.190
C10 -4.0901 -0.7594 -0.0101  -0.213
C11 -2.8466 -1.3458 -0.0275  -0.210
C12 -1.7224 -0.5157 0.0033  -0.030
H1 2.2034 1.4040 -1.9830  0.237
H2 3.5450 1.8658 -0.9185  0.230
H3 1.9847 2.6687 -0.7840  0.249
H4 1.8792 0.8137 2.1218  0.410
H5 3.1276 1.7043 1.4650  0.400
H6 3.5298 -0.7057 -0.2435  0.438
H7 2.3324 -0.8092 -1.3986  0.431
H8 1.9414 -1.5647 1.4041  0.233
H9 2.4794 -2.7278 0.1733  0.234
H10 -0.0101 -2.7927 0.5412  0.254
H11 0.4247 -2.4239 -1.1197  0.222
H12 -0.4641 2.4560 0.1763  0.424
H13 -3.2738 2.5430 0.0968  0.223
H14 -5.2361 1.0495 0.0203  0.227
H15 -4.9727 -1.3779 -0.0316  0.226
H16 -2.7359 -2.4180 -0.0665  0.218

6.
Computed, not measured: a gas-phase ion, C12H16N3 (charge +1) in a non-equilibrium geometry, with wB97M-V/def2-TZVPD.

M	202.28	g mol⁻¹
SMILES	CNC[C@@H]1C=CC=C/C1=C\[n+]1ccc[nH]1
energy	-17162.817	eV
total charge	+1

Last column: natural (NBO) charge in e.
Geometry (Å):
C1 3.9204 -0.0002 -0.3715  -0.411
N1 2.6714 0.6401 -0.9134  -0.644
C2 1.8196 1.4287 -0.1181  -0.167
C3 0.6204 0.7010 0.7548  -0.326
C4 1.3825 -0.3599 1.4146  -0.102
C5 1.5371 -1.5790 0.8257  -0.284
C6 0.6566 -1.9387 -0.2809  -0.105
C7 -0.4984 -1.1761 -0.5258  -0.305
C8 -0.6108 0.1524 0.0555  0.072
C9 -1.7819 0.7962 0.2765  -0.139
N2 -3.1610 0.4231 0.0388  -0.104
C10 -3.7208 -0.2547 -0.9369  0.079
C11 -5.1226 -0.3787 -0.6585  -0.302
C12 -5.2859 0.1120 0.6035  0.042
N3 -4.0849 0.4746 1.0757  -0.310
H1 3.8019 -0.2647 0.6853  0.191
H2 3.9892 -0.9582 -0.8926  0.206
H3 4.9060 0.6970 -0.5316  0.204
H4 2.3047 0.1248 -1.7242  0.392
H5 2.2123 1.9995 0.7332  0.217
H6 1.2747 2.0848 -0.7544  0.208
H7 0.2376 1.3924 1.5204  0.232
H8 1.9715 -0.1544 2.2642  0.223
H9 2.3716 -2.2951 1.2900  0.248
H10 0.7648 -2.9052 -0.6801  0.226
H11 -1.2145 -1.5681 -1.3665  0.221
H12 -1.7977 1.7954 0.5947  0.211
H13 -3.0745 -0.4970 -1.8301  0.267
H14 -5.9313 -0.7295 -1.3203  0.273
H15 -6.1717 0.3466 1.0072  0.241
H16 -4.1390 0.8910 1.9562  0.446

7.
Computed, not measured: a molecular structure, C12H16N6OOsSTe4 in a non-equilibrium geometry, with wB97M-V/def2-TZVPD.

M	993.00	g mol⁻¹
2S+1	5
energy	-66154.456	eV
total charge	+2

Last column: Löwdin spin population.
Geometry (Å):
Os1 -0.2581 0.1257 -0.1277  2.441
Te1 -1.3355 2.5841 0.1337  0.230
Te2 -3.9989 2.6444 0.5062  0.479
Te3 -4.6083 0.0404 0.2253  0.320
Te4 -2.4620 -0.8797 -1.1302  0.240
N1 -0.1880 -3.3338 -1.4429  0.007
C1 1.0003 -2.7747 -1.2265  0.006
N2 2.0350 -3.5261 -1.5572  0.000
C2 3.2608 -3.0757 -1.3090  0.004
N3 4.3103 -3.8117 -1.6113  0.008
N4 3.4650 -1.8865 -0.6939  0.008
C3 2.4141 -1.1602 -0.4455  0.009
N5 1.1264 -1.5056 -0.7046  0.025
C4 2.6680 0.1250 0.2185  0.015
C5 3.9707 0.4530 0.5805  -0.002
C6 4.2119 1.6435 1.2421  0.015
C7 3.1326 2.4744 1.5013  -0.002
C8 1.8691 2.0755 1.0998  0.019
N6 1.6186 0.9259 0.4718  0.015
H1 -0.1581 -4.2702 -1.8249  0.000
H2 -1.0347 -3.0330 -0.9825  0.007
H3 4.1832 -4.7115 -2.0480  0.000
H4 5.2352 -3.4627 -1.4147  0.000
H5 4.7577 -0.2371 0.3239  0.000
H6 5.2118 1.9150 1.5405  0.001
H7 3.2593 3.4229 1.9987  0.000
H8 1.0305 2.7329 1.2994  0.009
O1 -0.2797 -1.0313 1.9699  0.124
S1 0.8661 -1.5435 2.8325  0.013
C9 0.2309 -3.1352 3.5101  0.005
C10 0.1215 -2.9607 5.0173  0.001
C11 -0.3182 -1.5198 5.2454  0.001
C12 0.6509 -0.6740 4.4376  0.004
H9 0.9176 -3.9273 3.2228  0.000
H10 -0.7379 -3.2939 3.0376  0.000
H11 1.0900 -3.1355 5.4909  0.000
H12 -0.5939 -3.6685 5.4333  0.000
H13 -0.2836 -1.2513 6.3001  0.000
H14 -1.3400 -1.3733 4.8882  0.000
H15 1.6385 -0.6388 4.8978  0.000
H16 0.3019 0.3355 4.2342  0.000